Version A
Computed, not measured: a 2-piece molecular cluster, C5H14S overall, with ωB97M-V/def2-TZVPD.

The geometry in XYZ format:
```
20
C5H14S | the OMol25 dataset | ωB97M-V/def2-TZVPD
C -2.229 -0.244 2.173
C -2.049 -1.670 1.615
H -2.239 -0.261 3.209
H -1.275 0.408 2.036
H -3.014 0.371 1.639
H -1.034 -1.929 1.216
H -2.711 -1.875 0.840
H -2.398 -2.369 2.426
C 1.563 1.914 -1.458
C 2.674 1.123 -0.759
C 0.199 -0.754 -1.458
S 0.184 0.932 -2.000
H 1.311 2.764 -1.014
H 1.726 2.214 -2.622
H 2.580 1.426 0.270
H 3.752 1.295 -0.971
H 0.177 -0.909 -0.404
H -0.814 -1.150 -1.886
H 0.998 -1.341 -1.941
H 2.599 0.056 -0.911
```

Computed properties:
* E_LUMO (alpha / beta): -3.293 / -8.067 eV
* molecular weight: 106.23 g/mol
* multiplicity: 2
* total charge: +1

Version B
Computed, not measured: a 2-piece molecular cluster, C5H14S overall, with ωB97M-V/def2-TZVPD.

The geometry in XYZ format:
```
20
C5H14S | the OMol25 dataset | ωB97M-V/def2-TZVPD
C -1.976 1.858 0.876
S -2.043 1.164 -0.823
C -2.459 -0.472 -0.296
H -1.179 1.291 1.344
H -2.955 2.083 1.299
H -1.640 2.916 0.679
H -2.126 -1.190 -1.051
H -1.885 -0.815 0.579
H -3.504 -0.696 -0.065
C 1.421 -1.774 -0.225
C 2.019 -0.492 0.335
C 1.960 0.710 -0.636
H 0.457 -1.927 -0.687
H 1.494 -2.516 0.567
H 2.131 -2.131 -0.981
H 3.095 -0.615 0.453
H 1.432 -0.172 1.216
H 2.170 1.643 -0.113
H 2.651 0.501 -1.461
H 0.939 0.633 -1.009
```

Computed properties:
* E_LUMO (alpha / beta): -3.761 / -8.640 eV
* molecular weight: 106.23 g/mol
* multiplicity: 2
* total charge: +1

Of them, the most stable is version B and the least stable is version A.